This record from OMol25 describes a 7-piece molecular cluster, C16H23BCl18F3N2O5S overall at a distorted geometry. The level of theory is wB97M-V/def2-TZVPD.

Element x y z (Å)
N1 2.800 2.568 0.065
C1 3.664 1.758 -0.828
C2 2.794 0.475 -1.273
C3 2.198 0.634 -2.743
C4 0.626 0.803 -2.791
C5 0.142 2.304 -2.792
C6 -1.439 2.305 -2.829
S1 -1.881 2.222 -4.661
O1 -2.096 1.259 -2.141
B1 -3.199 1.861 -1.384
O2 -4.321 1.920 -2.410
C7 -3.918 0.976 -0.184
O3 -4.253 -0.326 -0.759
C8 -5.566 -0.625 -0.643
F1 -5.990 -0.658 0.675
F2 -6.416 0.218 -1.311
F3 -5.734 -1.871 -1.223
O4 -2.900 3.277 -1.130
C9 -2.215 3.633 -2.337
N2 -1.377 4.865 -2.091
C10 -1.450 5.071 -0.862
O5 -1.129 5.181 0.247
H1 3.198 2.688 0.998
H2 2.525 3.451 -0.358
H3 3.940 2.306 -1.767
H4 4.597 1.388 -0.335
H5 2.004 0.346 -0.491
H6 3.497 -0.400 -1.260
H7 2.743 1.437 -3.311
H8 2.423 -0.347 -3.260
H9 0.270 0.366 -3.771
H10 0.188 0.185 -1.970
H11 0.498 2.763 -3.756
H12 0.583 2.912 -1.955
H13 -1.887 3.519 -5.101
H14 -4.967 2.523 -2.002
H15 -3.152 0.855 0.640
H16 -4.788 1.536 0.240
H17 -2.939 3.959 -3.126
C11 4.290 0.827 3.502
Cl1 3.912 2.528 3.183
Cl2 2.892 0.005 4.203
Cl3 4.816 0.012 2.026
H18 5.105 0.787 4.218
C12 3.690 -4.153 3.756
Cl4 4.588 -3.420 5.090
Cl5 1.965 -4.212 4.132
Cl6 3.965 -3.266 2.254
H19 4.047 -5.169 3.624
C13 1.534 -7.825 5.694
Cl7 2.461 -7.733 7.196
Cl8 0.117 -6.771 5.775
Cl9 2.550 -7.403 4.310
H20 1.191 -8.847 5.566
C14 -4.438 4.329 -7.093
Cl10 -3.973 5.391 -5.758
Cl11 -3.088 3.287 -7.562
Cl12 -5.848 3.360 -6.654
H21 -4.701 4.948 -7.944
C15 1.796 -3.817 7.930
Cl13 3.557 -3.938 7.999
Cl14 1.093 -4.030 9.539
Cl15 1.305 -2.268 7.238
H22 1.425 -4.611 7.288
C16 -0.286 -3.175 -1.103
Cl16 0.641 -3.092 0.402
Cl17 -1.683 -2.108 -1.012
Cl18 0.734 -2.755 -2.486
H23 -0.635 -4.194 -1.235

## Properties
- HOMO-LUMO gap: 6.748 eV
- Largest force on an atom: 3.4 eV/A
- E_tot: -275253.3907 eV
- HOMO energy: -5.28 eV
- Charge: -1

Mulliken atomic charge list, values in e, 5 entries: atom 1 (N): -0.26, atom 2 (C): -0.46, atom 3 (C): -0.25, atom 4 (C): -0.85, atom 5 (C): -0.05